Computed, not measured: C6H12BF10FeN3O4S2 as an isolated structure in a non-equilibrium geometry, with ωB97M-V with the def2-TZVPD basis set.

Summary:
- <S²>: 0.80
- Energy: -102983.8696 eV
- Strongest force on any atom: 1.14 eV Å⁻¹
- Lowest unoccupied orbital energy (alpha / beta): -6.251 / -5.837 eV
- Energy above the lowest of the compared OMol25 structures with the same formula, charge and spin: 122.6 kJ/mol
- Total charge: +1
- Spin multiplicity: 2
- Frontier orbital gap (alpha / beta): 8.66 / 9.08 eV

Atoms and positions in Å:
Fe -0.17304 0.45734 0.02349
N -0.31230 0.20779 2.01034
C 0.74784 0.04702 3.05332
C 1.99003 0.87994 2.80094
C 3.06595 0.11055 2.04461
C 2.55781 -0.67056 0.84942
N 1.76270 0.17033 -0.09516
H -0.89089 1.01092 2.25370
H -0.93438 -0.59861 2.07423
H 0.99610 -1.01349 3.10662
H 0.27281 0.30763 3.99942
H 2.38918 1.22400 3.75351
H 1.71316 1.78959 2.26228
H 3.53011 -0.61919 2.71263
H 3.86405 0.78441 1.72713
H 1.93384 -1.51724 1.13721
H 3.39103 -1.07460 0.27346
H 1.86928 -0.23287 -1.02554
H 2.16202 1.10816 -0.17473
F -0.42545 0.89858 -4.80533
C -1.19010 -0.04070 -4.28112
F -2.27773 0.49437 -3.75417
F -1.51466 -0.93670 -5.19143
S -0.21815 -0.88068 -2.94860
O 0.04020 0.20809 -1.97659
O 0.94707 -1.44258 -3.52977
N -1.24216 -1.94098 -2.40285
S -1.64610 -2.14878 -0.92844
O -1.79135 -3.48802 -0.50621
O -0.77421 -1.35081 0.01151
C -3.29506 -1.32807 -0.76050
F -4.14816 -1.90036 -1.58040
F -3.69837 -1.44828 0.49570
F -3.15458 -0.04125 -1.06117
F -1.98686 1.77281 0.79118
B -1.18319 2.71554 0.06992
F 0.21525 2.29218 0.52240
F -1.43148 3.99016 0.27540
F -1.16019 2.20432 -1.22640